ORCA calculation (ωB97M-V/def2-TZVPD) on a cluster of 14 separate species, C72H172F30N9O5P5 in total in a non-equilibrium geometry.

Summary:
Total charge ... +4
F_max ... 3.18 eV Å⁻¹
E ... -8418.0036 Eh

Last column: Mulliken charge in e.
Atoms and positions in Å:
C -6.60611 0.90046 -4.69006  -1.441
C -6.21695 -0.07678 -3.63335  0.105
N -5.87945 0.46721 -2.31867  1.073
C -4.47600 1.09231 -2.49424  -0.268
C -6.80333 1.52153 -1.87714  -0.320
C -6.54646 2.04564 -0.47348  -2.244
C -5.57148 -0.61047 -1.30103  0.233
C -6.83192 -1.44864 -0.88362  -0.885
O -7.06258 -2.47241 -1.86524  -0.337
C -8.02224 -3.37814 -1.34640  -0.734
H -6.80567 0.38227 -5.60909  0.467
H -5.85910 1.66529 -4.97890  0.280
H -7.55173 1.50401 -4.48474  0.332
H -5.37746 -0.75649 -3.88924  0.205
H -7.07250 -0.75069 -3.45551  0.271
H -4.45472 1.59910 -3.45396  0.120
H -3.81254 0.28744 -2.60604  -0.532
H -4.49384 1.80267 -1.69811  0.321
H -7.86276 1.19576 -1.95379  0.618
H -6.66992 2.32007 -2.61261  0.435
H -7.40701 2.59298 -0.16595  0.654
H -5.72644 2.68551 -0.34867  0.480
H -6.63661 1.33165 0.28493  0.482
H -5.04341 -0.18371 -0.43980  0.266
H -4.78083 -1.26207 -1.79612  -0.679
H -7.68008 -0.72464 -0.75709  0.695
H -6.70608 -1.91567 0.09168  0.473
H -7.58164 -3.84115 -0.49846  0.192
H -8.21818 -4.05381 -2.20084  0.249
H -8.91509 -2.89151 -1.01845  0.366
C 0.28771 6.11941 -2.74957  -0.443
C -0.37089 6.50910 -4.02977  -0.279
N -1.70656 5.83911 -4.35032  0.537
C -1.49119 4.36143 -4.29632  -1.397
C -2.82412 6.25516 -3.31843  0.100
C -4.09059 5.38853 -3.65246  -1.434
C -2.22681 6.10167 -5.73963  -0.721
C -2.67346 7.52908 -5.99517  -0.877
O -1.67037 8.48632 -5.69309  -0.256
C -1.92379 9.81427 -6.05002  -0.823
H -0.41646 6.02004 -1.93938  -0.044
H 1.01933 6.89329 -2.33339  0.392
H 0.81621 5.12288 -2.83693  -0.106
H 0.24363 6.32961 -4.94179  0.403
H -0.59255 7.60950 -3.97579  0.248
H -0.54870 4.20573 -4.78357  0.445
H -2.20442 3.70740 -4.77806  0.547
H -1.31244 4.08268 -3.24119  0.208
H -2.93123 7.36338 -3.39006  0.510
H -2.56572 5.93577 -2.32995  -0.088
H -4.61178 5.58046 -4.59366  0.308
H -4.79971 5.64690 -2.91474  0.650
H -3.75259 4.33188 -3.50104  0.181
H -3.10566 5.54411 -5.94375  0.432
H -1.43995 5.83009 -6.40712  0.621
H -3.59230 7.89530 -5.43280  0.346
H -2.94814 7.44893 -7.05157  0.510
H -2.71525 10.32004 -5.55243  0.356
H -2.19359 9.81427 -7.12750  0.322
H -0.99476 10.35374 -5.87742  0.249
C 2.57840 7.11881 0.40332  -1.245
C 2.61449 7.59924 1.82868  -0.205
N 1.61929 6.93385 2.71884  0.793
C 0.23099 6.91437 2.10009  -2.151
C 2.01566 5.49393 2.96872  -0.022
C 0.94439 4.69473 3.76814  -1.071
C 1.52320 7.69330 3.99278  -0.650
C 0.95728 9.10602 4.01991  -0.757
O 1.65342 10.12055 3.31096  -0.335
C 0.92911 11.37373 3.40291  -0.751
H 2.72871 5.99914 0.39061  0.255
H 3.51240 7.49680 -0.06179  0.478
H 1.74858 7.45758 -0.12300  0.362
H 2.46872 8.68216 1.89639  0.347
H 3.68205 7.33404 2.21994  0.260
H -0.03021 7.94264 1.77413  0.369
H -0.47160 6.57889 2.88456  0.508
H 0.24300 6.30281 1.27743  0.877
H 2.99240 5.51718 3.43147  0.280
H 2.16535 5.05339 1.96471  0.037
H 0.79927 5.03370 4.74208  0.449
H 1.20497 3.59429 3.76145  0.346
H -0.09066 4.76539 3.33436  0.140
H 2.53730 7.81299 4.38225  0.406
H 1.04364 7.08297 4.71809  0.460
H 0.81617 9.37273 5.03821  0.520
H -0.06356 9.03321 3.56919  0.333
H 1.20209 12.10484 2.66274  0.279
H 1.08765 11.77975 4.40289  0.283
H -0.09790 11.09248 3.27128  0.365
C 2.69951 1.68559 0.72494  -1.852
C 2.76409 0.26565 0.38647  1.047
N 1.31922 -0.41743 0.26012  1.503
C 1.50807 -1.69284 -0.41230  -0.399
C 0.70392 -0.53473 1.67529  -0.139
C 1.14827 -1.82408 2.46692  -1.558
C 0.32878 0.41862 -0.52419  -1.685
C 0.67390 0.69924 -1.97623  0.236
O 1.73554 1.58911 -2.10633  0.033
C 2.04978 1.91358 -3.54269  -0.392
H 3.58514 2.15668 0.26296  0.417
H 2.69581 2.01257 1.75614  0.548
H 1.85321 2.23928 0.33663  0.017
H 3.28231 -0.37556 1.15259  0.190
H 3.25002 0.21561 -0.55406  -0.237
H 2.23409 -2.23350 0.23313  0.418
H 1.93750 -1.44740 -1.36646  -0.248
H 0.48412 -2.16476 -0.54427  -0.013
H -0.35580 -0.58803 1.46408  0.337
H 0.98758 0.27220 2.38242  0.136
H 0.69668 -1.70187 3.41397  0.598
H 2.22663 -1.87598 2.58900  0.266
H 0.72289 -2.70448 2.00805  0.291
H 0.04490 1.32586 -0.01097  0.840
H -0.58786 -0.22552 -0.62244  0.283
H -0.32364 1.02199 -2.38131  0.290
H 0.84659 -0.27712 -2.50474  -0.466
H 3.16126 2.01628 -3.61825  0.292
H 1.48710 2.80179 -3.78512  -0.224
H 1.76045 1.10898 -4.20055  0.153
C 0.04625 -1.03369 -8.09715  -1.249
C 1.08166 -2.06098 -8.68954  -0.444
N 1.01416 -3.50100 -8.05082  -0.002
C -0.02836 -4.29225 -8.83657  -0.898
C 2.41740 -4.09859 -8.37898  -0.170
C 2.83492 -3.97546 -9.85075  -1.162
C 0.64228 -3.44833 -6.50568  -0.017
C 0.80660 -4.82650 -5.79797  -0.566
O -0.07785 -5.79887 -6.27063  -0.305
C -0.29106 -6.78979 -5.27184  -0.613
H -0.95135 -1.44102 -7.96429  0.298
H -0.02167 -0.28241 -8.91345  0.391
H 0.44229 -0.69559 -7.15682  0.283
H 2.04806 -1.57713 -8.49032  0.363
H 1.13335 -2.18938 -9.80496  0.605
H 0.16866 -4.14382 -9.89467  0.528
H -1.01159 -3.98071 -8.49598  0.304
H 0.12820 -5.38954 -8.51771  0.356
H 2.48271 -5.14015 -8.05981  0.535
H 3.13098 -3.56014 -7.80516  0.160
H 2.00978 -4.13695 -10.62953  0.240
H 3.61839 -4.71515 -10.08538  0.384
H 3.22505 -2.98978 -10.03527  0.384
H -0.42218 -3.22529 -6.44908  0.387
H 1.25937 -2.60287 -6.07689  -0.394
H 0.62909 -4.62513 -4.72437  0.423
H 1.84047 -5.09567 -5.94569  0.382
H -0.45152 -6.27557 -4.33543  0.211
H 0.49504 -7.56469 -5.14409  0.277
H -1.20222 -7.35464 -5.56307  0.276
C -9.56287 0.42939 8.39837  -1.481
C -8.95561 1.39214 7.44989  -0.076
C -7.98260 0.57545 6.55476  -0.739
N -7.04032 1.52970 5.71334  0.287
C -7.77082 2.56453 4.99727  -1.021
C -6.30371 0.63546 4.71835  -0.856
C -5.03485 1.48938 4.28231  0.475
C -4.90523 2.61305 5.33340  -0.826
C -5.92887 2.17530 6.45129  -0.452
H -10.38145 0.80020 8.91702  0.448
H -8.90065 0.07081 9.13124  0.396
H -9.98419 -0.46618 7.85911  0.319
H -8.44427 2.25355 7.91340  0.242
H -9.65692 1.84368 6.74256  0.365
H -8.51441 -0.09877 5.85529  0.452
H -7.26572 -0.08526 7.12597  0.322
H -8.20089 3.32872 5.58971  0.317
H -8.46314 2.01365 4.35898  0.408
H -7.01480 2.96237 4.27988  0.433
H -7.04848 0.37465 3.91002  0.294
H -6.01954 -0.25410 5.27273  0.326
H -5.25932 1.90428 3.24924  -0.112
H -4.16856 0.84951 4.25297  -0.096
H -5.00797 3.58539 4.90656  0.341
H -3.84544 2.65342 5.76067  0.379
H -6.36729 2.96662 7.02159  0.478
H -5.41775 1.39912 6.99250  0.365
C 6.14652 0.41156 -1.51959  -1.396
C 6.48207 -0.80669 -0.65967  1.147
C 7.08788 -1.85823 -1.52840  -1.027
N 6.98808 -3.32664 -0.99437  0.942
C 5.59453 -3.69333 -0.75356  -1.623
C 7.60788 -4.26433 -1.96297  -0.602
C 9.11013 -4.30201 -1.60429  -0.649
C 9.24680 -3.52566 -0.28456  -0.965
C 7.81143 -3.49321 0.23149  -0.321
H 7.04475 1.01582 -1.77619  0.461
H 5.49758 1.16679 -1.08781  0.154
H 5.72974 0.21026 -2.50472  0.227
H 5.53877 -1.17273 -0.22985  -0.733
H 7.12567 -0.58034 0.21733  0.470
H 8.15720 -1.53060 -1.62739  0.304
H 6.54064 -1.79829 -2.42895  0.357
H 5.12790 -2.98033 -0.02157  0.146
H 5.54679 -4.64573 -0.21538  0.454
H 5.05297 -3.76592 -1.64963  0.749
H 7.13565 -5.16589 -1.84144  0.592
H 7.33145 -3.99282 -3.01464  0.214
H 9.50044 -5.33877 -1.59530  0.350
H 9.65897 -3.93421 -2.47594  0.341
H 9.99876 -3.97742 0.31656  0.474
H 9.50925 -2.51966 -0.57711  0.321
H 7.58895 -4.49215 0.65660  0.502
H 7.64317 -2.67964 0.90777  -0.035
C -3.47332 -6.91843 4.69581  -1.489
C -3.15037 -6.83895 3.21361  -0.056
C -4.39339 -6.31032 2.50632  -0.773
N -4.28313 -6.24309 1.07098  0.529
C -4.07784 -7.60906 0.54932  -0.988
C -3.09789 -5.35464 0.67570  -0.479
C -3.35694 -4.99885 -0.73778  -0.267
C -4.91771 -4.83702 -0.86641  1.204
C -5.45504 -5.51658 0.46116  -1.068
H -2.66749 -7.44233 5.19993  0.418
H -4.31939 -7.54744 4.97252  0.370
H -3.62527 -5.94027 5.15458  0.333
H -2.86633 -7.87114 2.99734  0.262
H -2.24972 -6.19975 3.01173  0.239
H -4.67340 -5.35626 2.96404  0.294
H -5.18026 -7.04962 2.69075  0.535
H -4.90968 -8.28452 0.78499  0.356
H -3.17607 -8.08722 0.90727  0.351
H -4.00714 -7.57270 -0.52823  0.437
H -2.16400 -5.94591 0.71896  0.417
H -3.23019 -4.48814 1.32501  0.005
H -2.94976 -5.64238 -1.47411  0.469
H -2.91610 -4.06251 -1.01733  -0.315
H -5.34796 -5.44309 -1.63710  0.701
H -5.15778 -3.78111 -1.00144  -1.368
H -6.29128 -6.19808 0.29363  0.413
H -5.78922 -4.77491 1.18931  0.399
C 7.59967 -0.37124 8.48575  -1.608
C 8.40787 -1.07701 7.41452  0.496
C 9.03404 -2.38848 7.87482  -0.810
N 8.70825 -3.44906 6.87433  0.109
C 7.34597 -4.01482 7.03248  -0.863
C 8.99921 -2.95167 5.43303  -0.644
C 9.13363 -4.20599 4.63249  -0.653
C 9.76062 -5.26826 5.55140  -0.754
C 9.69133 -4.62814 6.93422  -0.683
H 6.78569 -0.96447 8.84486  0.375
H 7.17669 0.60624 8.23802  0.386
H 8.20621 -0.22271 9.37040  0.394
H 9.14754 -0.34168 7.00884  0.352
H 7.70475 -1.30727 6.62961  -0.188
H 8.75251 -2.86327 8.80261  0.570
H 10.10462 -2.24510 7.97580  0.327
H 7.24135 -4.78604 6.25841  0.408
H 6.61765 -3.21743 6.78371  0.270
H 7.40886 -4.50020 8.06672  0.358
H 8.22814 -2.22690 5.15565  0.428
H 9.98737 -2.50096 5.40087  0.439
H 8.18959 -4.69547 4.41029  -0.016
H 9.61572 -3.90224 3.73304  0.705
H 9.16117 -6.13636 5.41498  0.400
H 10.82269 -5.54690 5.42462  0.276
H 9.44303 -5.31643 7.74218  0.437
H 10.65912 -4.25397 7.24603  0.482
P -2.14780 -1.98776 -3.70740  1.523
F -3.34376 -1.02436 -4.28752  -0.520
F -2.13942 -2.93630 -4.95940  -0.233
F -0.97438 -1.03707 -4.31182  -0.369
F -1.12463 -2.89246 -2.84223  -0.521
F -2.22247 -0.98507 -2.39387  -0.421
F -3.27973 -2.87997 -2.96336  -0.329
P -2.35532 4.27381 0.50995  1.795
F -2.26771 4.56000 2.10604  -0.511
F -2.02434 5.81904 0.23557  -0.447
F -0.73295 3.96253 0.37849  -0.305
F -2.29918 4.01479 -1.24215  -0.451
F -2.65658 2.70418 0.80581  -0.447
F -3.91373 4.44665 0.47766  -0.349
P 3.74483 -2.08611 -3.99036  1.777
F 4.18093 -0.74459 -4.71660  -0.504
F 3.79281 -1.29843 -2.54003  -0.525
F 2.16025 -1.62729 -4.11989  -0.426
F 3.20932 -3.46411 -3.21762  -0.483
F 3.74300 -2.91482 -5.38395  -0.266
F 5.23396 -2.69876 -3.78584  -0.394
P 5.56346 -2.52807 3.59796  1.627
F 5.35209 -3.25565 2.17841  -0.399
F 7.18306 -2.39622 3.32286  -0.518
F 5.29458 -1.08824 2.92562  -0.424
F 5.81810 -1.82412 5.04810  -0.403
F 4.01071 -2.73778 3.92999  -0.402
F 5.85750 -3.98200 4.32603  -0.388
P -3.80139 -1.74378 2.72980  1.555
F -5.14503 -1.83257 3.74422  -0.450
F -4.68948 -2.56543 1.54421  -0.477
F -4.33077 -0.31581 2.13211  -0.298
F -2.53741 -1.61950 1.73406  -0.394
F -2.96135 -0.92565 3.77216  -0.435
F -3.21545 -3.18681 3.21656  -0.329